[1]
{"formula": "C4H7NO2", "method": "wB97M-V/def2-TZVPD", "e_homo_ev": [-9.1, -8.6], "symbols": ["C", "N", "C", "C", "O", "C", "O", "H", "H", "H", "H", "H", "H", "H"], "positions_angstrom": [[-1.0224, -1.2817, 1.2093], [0.0026, -1.4388, -0.8490], [0.1934, -0.2956, -1.2134], [1.4041, 0.6201, -1.2273], [1.1426, 1.3450, -0.0170], [-0.2153, 1.1593, 0.2571], [-0.8375, 0.7816, -0.8555], [-1.7811, -1.7613, 0.6070], [-0.2003, -1.9301, 1.4901], [-1.4392, -0.7040, 2.0338], [1.4181, 1.3060, -2.0776], [2.3418, 0.0747, -1.1232], [-0.6597, 1.9820, 0.8185], [-0.3473, 0.1428, 0.9472]], "atomic_forces_ev_per_a": [[-0.2014, -0.2370, 0.2436], [0.1177, 0.4257, -0.2843], [0.0664, -0.3579, 0.1748], [0.1505, -0.1023, -0.1506], [0.0832, 0.0215, 0.0111], [-0.2332, 0.0016, 0.3708], [-0.1193, -0.0127, -0.1728], [0.1375, 0.1396, 0.0317], [-0.0441, 0.1382, -0.0809], [0.0606, 0.0057, -0.0921], [-0.0271, -0.1386, 0.0961], [-0.1150, 0.0866, -0.0284], [0.0646, -0.0843, -0.0426], [0.0596, 0.1139, -0.0764]], "mulliken_charge": [-0.89, -0.70, 0.64, -0.34, -0.37, 0.00, -0.36, 0.31, 0.35, 0.38, 0.23, 0.29, 0.38, 0.08]}

=====

[2]
{"formula": "C4H9N2O", "method": "wB97M-V/def2-TZVPD", "e_homo_ev": -13.9, "total_charge": 1, "symbols": ["C", "C", "C", "N", "C", "N", "H", "H", "H", "H", "H", "H", "H", "H", "H", "O"], "positions_angstrom": [[0.1737, 1.2404, -1.6988], [-0.3213, 0.7386, -0.3722], [-1.5111, 1.0622, 0.1885], [-1.7919, 0.0309, 1.1928], [-0.7019, -0.7861, 1.1524], [0.1461, -0.4835, 0.2233], [-0.0750, 2.3487, -1.7110], [-0.2912, 0.7416, -2.5733], [1.2073, 1.0526, -1.8457], [-2.0004, 2.1463, 0.0741], [-2.5102, 0.0535, 1.7982], [-0.6789, -1.6728, 1.8355], [1.1913, -0.9192, 0.1031], [3.3509, -0.7663, -0.8336], [3.1529, -2.2073, -0.4846], [2.7922, -1.3924, -0.2368]], "atomic_forces_ev_per_a": [[-0.9691, 1.2597, 0.2292], [-0.3281, -1.4628, -1.1197], [-0.5534, 1.2704, 1.4873], [5.5534, 1.8135, -4.9118], [-2.6280, -1.7680, 2.4514], [1.9193, 1.1765, -0.8633], [0.5870, -1.3353, -0.3772], [-0.2465, 0.2553, 0.7455], [1.1455, 0.2864, 0.1394], [0.6026, -3.1776, 0.3512], [-2.8174, -0.2441, 2.6349], [0.3538, 1.0059, -0.8457], [-2.3831, 0.8024, -0.0174], [-1.5365, -1.2504, 1.6819], [0.5937, -2.4187, -0.3317], [0.7067, 3.7867, -1.2539]], "mulliken_charge": [-1.11, 0.43, -0.27, -0.01, -0.07, 0.09, 0.33, 0.28, 0.30, 0.29, 0.12, 0.37, 0.27, 0.34, 0.32, -0.69]}

=====

[3]
{"formula": "C26H67B5F20N6O4", "method": "wB97M-V/def2-TZVPD", "e_homo_ev": -7.5, "symbols": ["C", "C", "N", "C", "C", "N", "C", "C", "H", "H", "H", "H", "H", "H", "H", "H", "H", "H", "H", "C", "N", "C", "C", "C", "C", "O", "H", "H", "H", "H", "H", "H", "H", "H", "H", "H", "H", "H", "H", "H", "C", "N", "C", "C", "C", "C", "O", "H", "H", "H", "H", "H", "H", "H", "H", "H", "H", "H", "H", "H", "H", "C", "N", "C", "C", "C", "C", "O", "H", "H", "H", "H", "H", "H", "H", "H", "H", "H", "H", "H", "H", "H", "C", "N", "C", "C", "C", "C", "O", "H", "H", "H", "H", "H", "H", "H", "H", "H", "H", "H", "H", "H", "H", "B", "F", "F", "F", "F", "B", "F", "F", "F", "F", "B", "F", "F", "F", "F", "B", "F", "F", "F", "F", "B", "F", "F", "F", "F"], "positions_angstrom": [[10.8633, -1.8592, 0.7344], [9.4028, -1.3946, 0.8044], [8.6938, -2.0193, -0.2405], [8.5463, -1.3485, -1.4503], [7.8755, -2.2703, -2.2391], [7.6975, -3.4766, -1.6244], [8.0874, -3.2017, -0.3196], [7.0263, -4.7102, -2.0314], [11.1471, -1.9445, -0.3146], [11.0303, -2.8363, 1.1877], [11.6259, -1.1647, 1.0866], [9.1307, -0.3392, 0.7919], [8.9128, -1.5765, 1.7610], [8.9097, -0.3345, -1.5279], [7.6626, -2.1906, -3.2949], [7.9991, -3.8441, 0.5441], [7.3034, -5.4928, -1.3251], [7.2036, -5.0472, -3.0527], [5.9409, -4.6168, -1.9969], [2.5364, 0.2724, -0.6176], [1.4716, 0.1824, -1.7704], [1.5505, 1.5730, -2.5113], [1.6977, -0.9982, -2.7735], [0.0995, -0.0450, -0.9615], [-1.0701, -0.7502, -1.7195], [-1.3385, -0.0151, -2.8567], [2.4223, -0.6961, -0.1308], [2.3267, 0.9786, 0.1858], [3.5545, 0.2775, -1.0069], [1.3671, 2.3742, -1.7955], [0.6856, 1.5871, -3.1745], [2.3893, 1.6550, -3.2026], [1.8204, -1.8710, -2.1323], [2.6938, -0.9319, -3.2110], [0.8694, -1.1423, -3.4673], [-0.2110, 0.8752, -0.4666], [0.3496, -0.5921, -0.0526], [-1.8930, -1.0567, -1.0737], [-0.8342, -1.7422, -2.1047], [-1.7384, -0.5400, -3.5540], [-8.7024, -6.7764, 0.2040], [-7.3765, -6.7658, -0.5903], [-6.3054, -6.2998, 0.4038], [-7.2077, -8.1963, -1.1219], [-7.5859, -5.7172, -1.7471], [-6.6364, -5.9181, -2.9832], [-5.2884, -5.9264, -2.5703], [-9.5471, -7.0113, -0.4435], [-8.7773, -5.8856, 0.8277], [-8.5980, -7.5562, 0.9584], [-6.6550, -5.5346, 1.0969], [-5.5220, -5.8260, -0.1878], [-5.8574, -7.0125, 1.0962], [-8.1212, -8.3791, -1.6878], [-7.2599, -8.7282, -0.1719], [-6.2556, -8.2857, -1.6450], [-7.5813, -4.6955, -1.3674], [-8.6134, -5.8013, -2.1011], [-6.7629, -4.9808, -3.5251], [-7.1016, -6.6371, -3.6575], [-4.7342, -6.0109, -3.3496], [-0.3347, 10.8635, 1.1758], [1.1048, 10.3002, 0.9616], [1.0188, 9.2736, -0.2099], [1.9819, 11.3709, 0.3631], [1.6185, 9.8065, 2.3548], [2.9257, 8.9326, 2.2788], [4.0249, 9.6387, 1.6559], [-0.2100, 11.7276, 1.8284], [-0.9590, 10.1653, 1.7334], [-0.7935, 11.2328, 0.2586], [0.9753, 9.8402, -1.1401], [0.2483, 8.5077, -0.1218], [1.8790, 8.6043, -0.2121], [3.0164, 11.1135, 0.1356], [2.0619, 12.0242, 1.2319], [1.3642, 11.8874, -0.3716], [0.7593, 9.2914, 2.7843], [1.8096, 10.7291, 2.9028], [2.7101, 7.9889, 1.7777], [3.2014, 8.6781, 3.3022], [4.6689, 8.9458, 1.4927], [-3.9801, -1.6660, 8.4556], [-3.8313, -1.4383, 6.9645], [-4.6255, -2.4852, 6.2163], [-4.3170, 0.0233, 6.6316], [-2.3495, -1.4327, 6.4940], [-1.6880, -2.7979, 6.6603], [-2.1581, -3.6962, 5.6507], [-3.6690, -2.6588, 8.7806], [-4.8250, -1.2331, 8.9911], [-3.0977, -1.0870, 8.7279], [-4.3886, -2.4664, 5.1525], [-5.6865, -2.3172, 6.4010], [-4.1870, -3.3751, 6.6678], [-5.3798, 0.0154, 6.8735], [-4.2740, 0.2404, 5.5643], [-3.7686, 0.7021, 7.2847], [-1.8823, -0.6133, 7.0403], [-2.3892, -1.1013, 5.4564], [-1.8238, -3.1390, 7.6866], [-0.6027, -2.7430, 6.5757], [-1.4047, -4.1667, 5.2866], [-4.2563, -0.7229, -7.7563], [-3.6354, -1.6470, -6.9354], [-3.3597, -0.3743, -8.7243], [-5.3094, -1.2992, -8.2981], [-4.7219, 0.3304, -7.0448], [2.6425, -2.5196, -8.8757], [2.1346, -3.7776, -8.5001], [1.5674, -1.6535, -8.8707], [3.6176, -2.1708, -7.9795], [3.1957, -2.6034, -10.1453], [2.1058, -4.7928, 1.8038], [1.0002, -4.7088, 1.0102], [3.2090, -4.8580, 0.9832], [2.1799, -3.7696, 2.5878], [2.0659, -5.8404, 2.5990], [-1.1537, 4.8036, 3.4844], [-0.2054, 4.8344, 2.5007], [-1.9874, 5.9535, 3.5282], [-1.8141, 3.6298, 3.2137], [-0.4867, 4.7149, 4.7232], [1.4657, 6.2111, -7.5167], [1.7073, 6.9186, -6.3382], [2.6612, 5.9243, -8.1096], [0.6690, 5.1248, -7.3169], [0.6463, 7.0238, -8.2993]], "atomic_forces_ev_per_a": [[0.4961, 0.5813, -0.4937], [0.3880, 0.3183, 2.4678], [-2.2161, -0.1604, -2.1588], [-1.0476, -2.3964, 0.0519], [0.9932, 1.0309, -2.1788], [0.5724, 2.1442, 3.4711], [0.7443, -1.0121, -0.6846], [-0.9478, -0.5335, -0.0230], [-0.1848, -0.1909, -0.1725], [-0.2204, 0.1128, 0.1142], [-0.4173, 0.1198, 0.5872], [0.9517, 0.2997, -0.7639], [0.2172, -0.9352, 0.1701], [-0.1582, -0.2366, -0.4932], [-0.1800, 0.1593, 0.0618], [-0.0305, -0.2664, -0.2823], [0.1077, 0.1088, -0.1650], [0.7409, 0.4491, 0.0883], [-0.0020, 0.3480, 0.3260], [-0.7405, -2.4233, -0.8363], [-0.1400, 1.3884, 0.6819], [-2.0505, -1.3657, -0.3004], [0.8046, 0.1663, 2.0533], [-0.0872, -0.5056, -0.1437], [1.6668, -0.9803, -0.6039], [-0.5254, 1.4760, -0.2431], [0.2524, -0.1504, 0.0862], [-0.2326, 0.5689, -0.8084], [-0.2536, 0.5853, -0.2225], [0.6193, -0.1743, 0.0578], [-0.1323, -0.0748, 0.0127], [0.4234, -0.1716, 0.7493], [-0.5171, -0.1750, 0.0663], [-0.3408, 0.6960, -0.4634], [0.2924, 0.5715, 0.0619], [0.0055, 0.6315, -0.9730], [0.3399, -0.7415, -0.4322], [-0.3638, 1.1210, 0.5362], [1.0267, -0.3871, 0.5088], [-0.2211, -0.0702, -0.1642], [1.1119, -0.5744, 0.4597], [-1.5310, 1.2432, 0.6233], [0.7311, 0.7765, -0.6735], [-0.1869, 1.5277, 1.2888], [0.7949, -0.7652, -0.5295], [-1.2477, 2.2636, 1.0691], [-0.4640, -1.2307, 0.1763], [0.1508, 0.3506, 0.0687], [-0.2646, 0.3423, -0.7910], [-0.0447, -0.2985, -0.1876], [-0.7134, 0.1295, -0.5138], [0.0918, -0.3197, 0.0255], [-0.3808, -0.8763, -0.7169], [0.4281, -0.2426, -0.3110], [0.3626, -0.6840, -0.4861], [-0.3004, -0.0865, -0.0280], [0.7067, -0.2261, 0.5364], [0.0079, -0.5743, 0.0080], [-0.3879, 0.1880, -0.2246], [0.9428, -0.9449, 0.1655], [0.2844, 0.0909, -0.1751], [1.3529, 0.5027, 0.6815], [-0.9481, -1.3812, -1.6292], [0.4022, -0.9713, 1.0093], [-0.7943, 1.2810, 2.2442], [0.8510, -0.1541, -1.6537], [-0.7956, 0.7592, 0.0525], [-1.2116, -0.4929, 0.3443], [0.0713, 0.0845, 0.0149], [0.1985, -0.3297, -0.4943], [0.2746, -0.5091, -0.1397], [-0.1983, -0.1850, 0.2251], [-0.7259, 0.7323, 0.2914], [0.5715, 0.7192, 0.0072], [-0.5859, -0.6632, -0.4395], [0.2561, 0.6816, -0.2692], [0.5831, -0.1882, -0.3134], [0.4215, -0.3233, 0.1413], [-0.0243, -0.0529, 0.0270], [-0.0267, 0.0349, -0.1811], [-0.1934, 0.0730, 0.1691], [0.3754, 0.1367, -0.1609], [2.7073, 1.0984, -0.1643], [-0.8839, 1.4755, -1.1968], [0.8967, 0.3763, 0.4887], [-0.7464, -1.6595, 0.6982], [-0.6901, -0.3650, 0.2388], [0.5164, 0.1677, -0.5949], [-0.1716, 0.3125, 0.7354], [-0.7708, -0.2108, -0.4640], [-0.3229, -0.3032, -0.7912], [-0.1960, 0.2926, 1.0272], [-0.0366, 0.1284, 0.1685], [0.1465, -0.2220, 0.1358], [-0.8660, -0.4444, -0.4973], [0.0573, 0.2064, 0.2652], [0.6399, -0.1524, 0.1500], [-0.0255, 0.0290, -0.3664], [0.1856, -0.3017, 0.2498], [0.0163, -0.3321, -0.0517], [-0.4170, -0.4570, 0.0176], [0.0237, 0.6030, -0.0889], [0.1167, -0.1057, -0.1255], [1.6449, 0.0558, 0.0290], [0.8957, -1.1545, 1.7430], [1.0377, 0.8711, -1.0614], [-3.5388, -2.1737, -2.0035], [-0.2613, 2.2463, 1.6528], [-1.1025, -0.7360, -0.5610], [-0.0210, -0.9461, 0.2347], [-0.2624, 0.8710, 0.1137], [1.2131, 0.6980, 1.2693], [0.4197, -0.0382, -0.8004], [0.1993, -1.0905, -2.3573], [-2.1035, 0.0958, -1.4146], [1.8791, -0.0281, -1.3863], [0.3621, 5.4624, 3.0740], [-0.3332, -4.2059, 2.0940], [0.1803, 0.2247, 0.8293], [1.4658, 1.2284, -1.4310], [0.1614, -0.3865, -0.3366], [-1.6870, -1.0618, 0.4042], [-0.0093, -0.0002, 0.5523], [-1.2056, 0.9721, -0.2907], [0.4000, 0.3007, 1.3752], [1.1426, -0.4167, -0.6240], [-0.1844, -2.0446, 0.9697], [-0.0507, 1.3520, -1.1658]], "mulliken_charge": [-1.04, -0.69, 0.18, -0.30, -0.61, 0.17, -0.16, -0.72, 0.35, 0.31, 0.36, 0.41, 0.41, 0.48, 0.49, 0.39, 0.28, 0.33, 0.36, -1.01, 0.04, -0.89, -0.91, -0.46, -0.70, -0.51, 0.48, 0.38, 0.35, 0.35, 0.38, 0.38, 0.44, 0.36, 0.34, 0.46, 0.42, 0.36, 0.38, 0.34, -1.00, 0.01, -0.83, -0.88, -0.51, -0.65, -0.48, 0.42, 0.36, 0.45, 0.36, 0.33, 0.36, 0.36, 0.45, 0.31, 0.39, 0.37, 0.45, 0.39, 0.33, -0.88, -0.02, -0.85, -0.96, -0.57, -0.57, -0.51, 0.42, 0.38, 0.37, 0.39, 0.39, 0.31, 0.31, 0.41, 0.44, 0.44, 0.37, 0.40, 0.39, 0.32, -0.84, -0.17, -0.92, -0.90, -0.47, -0.59, -0.50, 0.33, 0.33, 0.44, 0.33, 0.36, 0.45, 0.39, 0.40, 0.41, 0.48, 0.40, 0.23, 0.51, 0.34, 0.60, -0.44, -0.39, -0.37, -0.40, 0.61, -0.43, -0.37, -0.40, -0.40, 0.55, -0.41, -0.42, -0.35, -0.36, 0.64, -0.40, -0.42, -0.41, -0.41, 0.61, -0.43, -0.38, -0.38, -0.42]}

=====

Record order is preserved below.
Max |F|: 0.0102 0.1484 0.1221 hartree/bohr